ORCA calculation (ωB97M-V/def2-TZVPD) on 4 unconnected molecules or ions with the total composition C23H46BrO12PS4 at a distorted geometry.

Last column: Löwdin charge in e.
CARTESIAN COORDINATES (ANGSTROEM)
C  2.173  5.815  1.139  -0.12
O  1.932  5.188  -0.112  -0.19
C  1.554  3.819  0.009  -0.26
C  2.381  3.008  -1.026  -0.15
C  1.805  1.589  -1.376  -0.18
C  0.622  1.102  -0.470  -0.22
C  -0.722  1.519  -1.143  -0.24
C  -1.993  1.067  -0.328  -0.18
C  -3.214  1.116  -1.313  -0.13
C  -4.463  1.879  -0.782  -0.28
O  -5.333  1.943  -1.974  -0.19
S  -5.405  3.529  -2.383  0.72
O  -4.294  3.933  -3.281  -0.28
O  -6.656  3.861  -3.112  -0.27
O  -5.348  4.091  -0.840  -0.23
C  -4.300  3.320  -0.151  -0.59
C  -4.775  3.182  1.329  -0.06
P  -2.731  4.333  -0.543  0.70
O  -3.347  5.873  -0.880  -0.33
Br  -1.681  4.532  1.448  0.38
H  1.867  5.218  2.016  0.08
H  1.576  6.755  1.173  0.09
H  3.233  6.142  1.213  0.09
H  1.734  3.381  1.009  0.12
H  0.476  3.749  -0.223  0.05
H  3.452  2.953  -0.740  0.11
H  2.369  3.600  -1.968  0.11
H  1.406  1.630  -2.412  0.10
H  2.616  0.837  -1.371  0.09
H  0.645  -0.012  -0.502  0.11
H  0.709  1.375  0.592  0.08
H  -0.775  2.583  -1.438  0.07
H  -0.781  0.944  -2.098  0.11
H  -2.141  1.788  0.502  0.06
H  -1.803  0.074  0.112  0.11
H  -2.904  1.486  -2.310  0.12
H  -3.555  0.072  -1.490  0.12
H  -5.125  1.321  -0.094  0.11
H  -5.876  3.049  1.293  0.10
H  -4.327  2.314  1.847  0.10
H  -4.547  4.133  1.850  0.06
H  -3.458  6.319  -0.031  0.03
C  -7.887  -3.209  0.502  -0.22
C  -8.073  -2.486  -0.836  -0.21
C  -8.508  -1.051  -0.526  -0.21
S  -7.820  -0.657  1.081  0.68
O  -8.903  -0.468  2.014  -0.31
O  -6.769  0.325  0.923  -0.33
C  -7.083  -2.256  1.379  -0.23
H  -7.377  -4.164  0.379  0.12
H  -8.862  -3.403  0.957  0.12
H  -7.124  -2.474  -1.378  0.12
H  -8.804  -2.990  -1.469  0.12
H  -8.129  -0.343  -1.261  0.11
H  -9.591  -0.966  -0.455  0.11
H  -7.138  -2.494  2.440  0.11
H  -6.042  -2.207  1.058  0.11
C  3.582  -2.402  1.518  -0.22
C  4.851  -1.665  1.083  -0.23
C  4.617  -0.170  1.325  -0.21
S  3.448  -0.058  2.678  0.67
O  2.222  0.521  2.179  -0.33
O  4.115  0.461  3.848  -0.33
C  3.205  -1.816  2.874  -0.23
H  3.741  -3.478  1.576  0.10
H  2.780  -2.217  0.796  0.12
H  5.694  -2.008  1.683  0.11
H  5.093  -1.860  0.040  0.10
H  5.535  0.345  1.603  0.11
H  4.170  0.313  0.456  0.09
H  2.174  -2.016  3.160  0.11
H  3.885  -2.159  3.654  0.11
C  8.385  -5.210  -2.151  -0.22
C  8.667  -6.184  -1.003  -0.21
C  8.292  -5.475  0.303  -0.22
S  7.008  -4.298  -0.119  0.67
O  7.520  -2.965  0.092  -0.32
O  5.752  -4.733  0.447  -0.32
C  7.002  -4.630  -1.873  -0.23
H  8.423  -5.705  -3.121  0.12
H  9.131  -4.411  -2.150  0.12
H  8.052  -7.079  -1.126  0.12
H  9.709  -6.503  -0.991  0.12
H  7.908  -6.170  1.046  0.10
H  9.133  -4.919  0.714  0.11
H  6.801  -3.712  -2.422  0.11
H  6.220  -5.365  -2.069  0.11

Properties
HOMO level ... -9.0 eV
SMILES ... COCCCCCCC[C@@H]1OS(=O)(=O)O[C@]1(C)P(O)Br.O=S1(=O)CCCC1.O=S1(=O)CCCC1.O=S1(=O)CCCC1

ORCA calculation (ωB97M-V/def2-TZVPD) on 4 unconnected molecules or ions with the total composition H8O4 at a distorted geometry.

Last column: Löwdin charge in e.
CARTESIAN COORDINATES (ANGSTROEM)
O  0.621  0.326  0.816  -0.04
H  1.008  -0.328  0.245  0.00
H  0.219  0.980  0.252  0.00
O  -0.944  1.719  -1.430  -0.05
H  -0.439  1.657  -2.236  0.04
H  -1.506  0.923  -1.395  0.06
O  -1.074  -0.350  3.146  -0.06
H  -1.470  0.491  3.060  0.00
H  -0.316  -0.195  2.553  0.00
O  1.362  -1.667  -1.280  -0.03
H  1.829  -2.256  -1.873  0.05
H  0.712  -1.299  -1.862  0.03

Properties
HOMO level ... -10.6 eV
Energy relative to the best compared isomer or geometry (same formula, charge and spin) ... 19.3 kcal/mol
SMILES ... O.O.O.O

ORCA calculation (ωB97M-V/def2-TZVPD) on a single C15H23N3O4 molecule at a distorted geometry.

Last column: Löwdin charge in e.
CARTESIAN COORDINATES (ANGSTROEM)
C  4.440  -2.957  3.506  -0.09
H  4.187  -4.006  3.622  0.07
H  4.890  -2.819  2.526  0.06
H  5.172  -2.681  4.261  0.07
C  3.183  -2.105  3.662  -0.26
N  2.142  -2.559  2.755  -0.18
C  0.782  -2.353  3.220  -0.17
C  0.323  -0.893  3.077  -0.16
N  0.432  -0.405  1.712  -0.19
C  1.786  -0.622  1.215  -0.16
C  2.273  -2.072  1.392  -0.16
H  3.315  -2.148  1.083  0.11
H  1.684  -2.737  0.753  0.12
H  1.822  -0.343  0.160  0.12
H  2.445  0.056  1.769  0.12
C  -0.591  -0.905  0.811  -0.15
C  -0.847  0.061  -0.315  -0.10
C  -0.431  1.378  -0.177  0.04
C  -0.604  2.346  -1.157  -0.17
C  -1.228  1.981  -2.374  -0.18
C  -1.643  0.669  -2.518  0.09
C  -1.474  -0.284  -1.515  -0.11
N  -1.967  -1.598  -1.784  -0.35
O  -2.207  -1.890  -2.940  0.08
O  -2.123  -2.362  -0.848  0.07
H  -2.123  0.381  -3.440  0.13
O  -1.480  2.771  -3.447  -0.06
C  -1.202  4.154  -3.437  -0.07
H  -1.546  4.515  -4.406  0.09
H  -0.134  4.353  -3.334  0.09
H  -1.746  4.670  -2.644  0.10
O  -0.196  3.635  -0.998  -0.10
C  0.411  4.018  0.214  -0.06
H  -0.264  3.876  1.063  0.10
H  0.633  5.078  0.101  0.10
H  1.340  3.468  0.389  0.10
H  0.049  1.626  0.755  0.11
H  -1.524  -1.028  1.370  0.14
H  -0.351  -1.895  0.398  0.11
H  -0.710  -0.783  3.412  0.12
H  0.955  -0.252  3.701  0.12
H  0.708  -2.672  4.262  0.12
H  0.130  -2.997  2.621  0.12
H  3.443  -1.043  3.520  0.11
H  2.811  -2.220  4.683  0.11

Properties
HOMO level ... -7.7 eV
Energy relative to the best compared isomer or geometry (same formula, charge and spin) ... 142.6 kcal/mol
SMILES ... CCN1CCN(Cc2cc(OC)c(OC)cc2[N+](=O)[O-])CC1

ORCA calculation (ωB97M-V/def2-TZVPD) on a single C9H8N2OS2 molecule at a distorted geometry.

Last column: Löwdin charge in e.
CARTESIAN COORDINATES (ANGSTROEM)
C  1.715  1.896  4.112  -0.11
C  1.217  1.208  2.895  -0.59
C  1.113  1.679  1.627  -0.19
N  0.620  0.822  0.698  0.05
C  0.329  -0.318  1.207  -0.62
N  -0.170  -1.415  0.564  0.10
C  -0.457  -1.604  -0.781  -0.49
O  -0.507  -2.737  -1.211  0.07
C  -0.737  -0.422  -1.589  -0.46
C  -1.411  0.727  -1.271  -0.13
C  -1.582  1.578  -2.376  -0.17
C  -1.042  1.066  -3.517  -0.40
S  -0.336  -0.474  -3.273  1.08
H  -1.018  1.511  -4.492  0.06
H  -2.082  2.528  -2.325  0.10
H  -1.782  0.944  -0.287  0.11
H  -0.116  -2.286  1.081  0.14
S  0.653  -0.442  2.943  1.07
H  1.391  2.667  1.308  0.11
H  0.940  1.934  4.877  0.08
H  2.572  1.366  4.529  0.08
H  2.015  2.911  3.862  0.08

Properties
HOMO level ... -8.5 eV
Energy relative to the best compared isomer or geometry (same formula, charge and spin) ... 0.0 kcal/mol
SMILES ... Cc1cnc(NC(=O)c2cccs2)s1

ORCA calculation (ωB97M-V/def2-TZVPD) on 4 unconnected molecules or ions with the total composition C2H12O3S2.

Last column: Löwdin charge in e.
CARTESIAN COORDINATES (ANGSTROEM)
C  -1.234  0.871  -0.953  -0.46
S  -0.162  2.113  -0.187  0.41
S  1.317  1.105  0.757  0.41
C  0.652  0.111  2.094  -0.47
H  -0.736  0.268  -1.690  0.02
H  -1.695  0.302  -0.159  -0.02
H  -2.031  1.479  -1.376  0.03
H  1.560  -0.292  2.543  0.02
H  0.113  0.654  2.866  0.04
H  0.066  -0.725  1.720  0.01
H  -2.881  -1.440  2.223  0.05
H  -3.142  -0.578  0.983  0.03
O  -2.532  -0.698  1.718  -0.06
H  -1.194  -2.993  -2.248  0.04
H  -0.074  -2.614  -1.291  0.01
O  -0.349  -3.303  -1.911  -0.06
H  1.870  -2.489  -2.005  0.03
H  2.186  -0.947  -2.176  0.04
O  1.942  -1.640  -1.560  -0.07

Properties
HOMO level ... -8.2 eV
Energy relative to the best compared isomer or geometry (same formula, charge and spin) ... 17.1 kcal/mol
SMILES ... CSSC.O.O.O

| no. | E_LUMO (eV) | calculated total energy (Ha) |
| --- | --- | --- |
| 1 | 0.42 | -6314.88131 |
| 2 | 0.00 | -305.74842 |
| 3 | -0.08 | -1050.45400 |
| 4 | 0.33 | -1328.89337 |
| 5 | 0.31 | -1105.47436 |